1.
C2H8S | ωB97M-V/def2-TZVPD

Structure (XYZ):
```
11
C2H8S (ωB97M-V/def2-TZVPD)
S -0.1898 1.6787 -3.1909
C -0.5925 0.0106 1.4000
C 0.3413 -1.0119 0.7465
H 0.5431 -0.8595 -0.3154
H 0.7932 1.9874 -2.3402
H 1.3057 -1.0562 1.2544
H -1.5481 0.2461 0.9463
H -0.0445 -2.0295 0.7783
H 0.0670 0.8836 1.3941
H 0.0460 0.3697 -3.1311
H -0.7214 -0.2190 2.4579
```

Summary:
Energy above the lowest of the compared OMol25 structures with the same formula, charge and spin in eV: 0.161
Net charge: 0
Gap between HOMO and LUMO in eV: 10.70
Maximum force in eV/Å: 1.80

2.
C12H16N2O3 | ωB97M-V/def2-TZVPD

Structure (XYZ):
```
33
C12H16N2O3 (ωB97M-V/def2-TZVPD)
O -2.2758 0.9727 1.0144
O 0.9519 1.6821 -1.4639
O -0.3932 2.3815 0.2553
N -1.5579 -0.3035 -0.6028
N -4.8849 0.2708 0.8773
C 3.2789 -0.3864 -1.1011
C 3.6379 -0.6400 1.6337
C 0.7946 -1.1142 -0.7127
C 2.2498 -0.9024 -0.2716
C -4.1780 -1.5708 -0.9446
C 2.4735 -1.0849 1.1509
C 0.1760 1.4345 -0.5473
C -2.4374 0.0109 0.2776
C 4.6709 -0.1295 0.7897
C 4.5373 0.0442 -0.5535
C -3.8579 -0.7152 0.3745
C -0.1490 -0.0676 -0.1684
H 5.2413 0.5236 -1.1439
H -1.0108 1.7790 0.7132
H -5.2455 -1.8238 -0.8812
H 5.5364 0.3655 1.3625
H 0.6650 -1.1776 -1.7371
H -3.9029 -0.9541 -1.7686
H -0.2409 -0.1601 0.8409
H 1.6221 -1.4994 1.6465
H -3.7160 -2.5448 -1.0803
H -4.3383 0.7652 1.6470
H -3.5760 -1.4578 1.0258
H -4.9843 0.9069 0.1199
H 0.4966 -2.1150 -0.2953
H 2.9731 -0.0779 -2.1039
H -1.6853 -1.2850 -1.0517
H 3.8233 -0.5783 2.7743
```

Summary:
Energy above the lowest of the compared OMol25 structures with the same formula, charge and spin in eV: 2.475
Net charge: 0
Gap between HOMO and LUMO in eV: 9.40
Maximum force in eV/Å: 6.16

3.
C4H15N2O7P2Pd | ωB97M-V/def2-TZVPD

Structure (XYZ):
```
31
C4H15N2O7P2Pd (ωB97M-V/def2-TZVPD)
Pd -0.5410 -0.4718 -0.2970
P -1.8146 0.1980 2.6335
P -2.7795 1.0254 -0.4720
O -0.6164 -0.0404 1.7148
O -4.1010 1.6365 2.4231
O -1.3338 1.4092 -0.8214
O -1.3940 0.4444 4.0907
O -3.9062 1.8769 -1.0473
O -2.8489 -0.9576 2.6599
O -2.9487 -0.4477 -0.3879
N -0.2876 -2.2768 -1.4806
N 1.6150 -0.2659 -0.6323
C -2.8148 1.6652 2.0906
C 1.9051 -1.1732 -1.7817
C -2.1866 3.0199 2.2627
C 1.1853 -2.4970 -1.5860
H 2.1481 -0.5326 0.1965
H 1.8730 0.6973 -0.8472
H -0.5342 0.7856 4.3916
H -2.1061 3.2138 3.3408
H -1.1929 3.0745 1.8216
H 1.3809 -3.1630 -2.4312
H 2.9788 -1.3495 -1.8660
H -0.7786 -3.0704 -1.0636
H -3.7932 2.6968 -1.5635
H 1.5128 -3.0061 -0.6788
H 1.5815 -0.6755 -2.6977
H -2.8317 3.8029 1.8628
H -2.9664 -1.4980 3.4639
H -4.4855 0.7427 2.5376
H -0.7278 -2.0903 -2.3865
```

Summary:
Net charge: +3
Gap between HOMO and LUMO (alpha / beta) in eV: 8.85 / 6.99
Multiplicity: 5
Maximum force in eV/Å: 1.00

4.
C25H27N2O2PtS2Si | ωB97M-V/def2-TZVPD

Structure (XYZ):
```
60
C25H27N2O2PtS2Si (ωB97M-V/def2-TZVPD)
Pt 0.1674 0.0707 -0.4903
S -2.3318 -4.0510 -0.7923
S -0.9961 -2.2337 -2.7635
Si -1.1472 1.8909 -1.0902
O -2.0000 -4.0911 2.6928
O -0.2452 -0.3399 1.9832
N -1.1683 -2.2587 1.1159
N -0.9148 -1.8609 -0.1346
C 2.4800 -2.8418 1.7565
C 0.5566 3.7241 0.3608
C 1.1099 5.4077 -1.7525
C 2.3225 -1.4129 -0.2007
C -1.1017 -1.9817 3.4692
C -2.3106 -4.5775 -2.5400
C -2.6758 2.3680 0.0291
C -1.8988 -3.6745 4.9954
C 0.2949 4.3040 -1.9306
C -1.0699 -1.5981 5.8593
C 2.0494 -3.8215 -0.3858
C -1.9151 2.0415 -2.8723
C 1.3674 4.8276 0.5526
C 2.2753 -0.1071 -0.8094
C -0.0161 3.4498 -0.8791
C -0.8213 -1.1748 4.5691
C 2.1970 -3.9637 0.9882
C -1.3485 -2.5860 -1.0910
C -1.6659 -3.2517 3.6858
C 1.6418 5.6797 -0.5050
C -1.6005 -2.8612 6.0684
C -0.7896 -1.4462 2.1135
C 2.1235 -2.5808 -0.9739
C 2.5609 -1.5952 1.1802
C -2.3307 -3.3280 -3.3920
H -0.8531 -0.9514 6.6983
H 2.5012 -0.0799 -1.8762
H 2.0915 -4.9337 1.4514
H 1.8661 -4.6955 -0.9958
H -1.7795 -3.2092 7.0756
H 2.6259 -2.9532 2.8225
H 1.3336 6.0619 -2.5871
H -2.1220 -3.5285 -4.4410
H -2.6284 1.2417 -3.0489
H 2.7576 0.6965 -0.2474
H -3.2856 -2.8081 -3.3042
H -3.1599 3.2731 -0.3350
H 0.3586 3.0543 1.1862
H 1.9961 -2.4761 -2.0441
H 2.2707 6.5479 -0.3583
H -2.4433 2.9838 -2.9931
H -1.4078 -5.1666 -2.7069
H 1.7938 5.0329 1.5264
H -1.1605 1.9741 -3.6503
H -0.4056 -0.1959 4.3784
H -3.4167 1.5726 0.0317
H -2.3813 2.5386 1.0614
H 2.7824 -0.7311 1.7920
H -3.1841 -5.2095 -2.7002
H -1.7708 -3.6217 1.8409
H -2.3252 -4.6566 5.1356
H -0.1113 4.1000 -2.9092
```

Summary:
Net charge: -1
Gap between HOMO and LUMO (alpha / beta) in eV: 5.90 / 5.91
Maximum force in eV/Å: 2.91

5.
C6H8N2O | ωB97M-V/def2-TZVPD

Structure (XYZ):
```
17
C6H8N2O (ωB97M-V/def2-TZVPD)
O 0.8663 1.6860 1.5857
N -0.0099 0.6647 0.9295
N 0.1369 -0.9454 -2.6884
C 0.7476 -1.1529 2.3329
C 0.2108 -0.8824 -1.3497
C -0.5540 1.0961 -0.2046
C -1.0158 2.2629 -0.6352
C 0.5137 -0.7319 1.1198
C 0.7628 -1.3326 -0.2219
H -1.2423 2.4547 -1.6867
H -0.3151 -0.0914 -3.0040
H 0.0140 -1.7843 -3.2476
H 0.6805 -0.3702 3.0540
H -1.2029 3.0918 0.0521
H 1.2622 -2.1479 2.6234
H 0.7873 1.6418 2.5461
H 1.2042 -2.3517 -0.2199
```

Summary:
Energy above the lowest of the compared OMol25 structures with the same formula, charge and spin in eV: 7.225
Net charge: 0
Gap between HOMO and LUMO (alpha / beta) in eV: 7.89 / 7.88
Maximum force in eV/Å: 4.09

6.
C5H4GdO7 | ωB97M-V/def2-TZVPD

Structure (XYZ):
```
17
C5H4GdO7 (ωB97M-V/def2-TZVPD)
Gd -0.3963 -1.6317 2.2310
O -1.2247 0.7203 -1.0286
O 0.0726 -3.4282 0.9302
O 3.5155 -3.0778 1.4126
O 1.7847 -1.9711 2.2897
O 1.6606 -4.0083 -0.5273
O -1.2965 2.3725 0.4210
O -1.5605 0.2897 1.1301
C -1.0042 3.0510 -0.8178
C -1.5270 1.0694 0.1866
C -0.7037 1.8953 -1.7834
C 1.2926 -3.5821 0.5630
C 2.3237 -2.8205 1.4908
H -1.8846 3.6364 -1.1038
H -0.1541 3.7213 -0.6598
H 0.3636 1.8163 -2.0120
H -1.2616 1.9476 -2.7225
```

Summary:
Net charge: +1
Gap between HOMO and LUMO (alpha / beta) in eV: 4.45 / 9.17
Multiplicity: 8
Maximum force in eV/Å: 4.48